1.
Here is a 13-piece molecular cluster, C69H159N5O13 overall at a distorted geometry from the OMol25 dataset. Energies are from the ωB97M-V functional and the def2-TZVPD basis.

Atoms and positions in Å:
1 C 28.608 29.809 -25.603
2 C 29.580 30.199 -24.446
3 C 28.706 31.182 -23.587
4 C 29.143 31.448 -22.157
5 C 29.198 30.063 -21.469
6 C 30.145 29.083 -22.187
7 N 29.807 29.064 -23.608
8 O 30.499 28.029 -24.276
9 C 31.599 29.506 -21.899
10 C 29.924 27.676 -21.620
11 C 30.873 30.895 -24.953
12 H 28.062 30.661 -25.997
13 H 27.935 29.015 -25.293
14 H 29.362 29.375 -26.269
15 H 28.766 32.112 -24.162
16 H 27.677 30.828 -23.539
17 H 28.448 32.049 -21.567
18 H 30.087 31.995 -22.099
19 H 28.208 29.608 -21.427
20 H 29.647 30.174 -20.479
21 H 31.933 29.069 -20.959
22 H 32.249 29.257 -22.744
23 H 31.803 30.581 -21.883
24 H 29.096 27.139 -22.081
25 H 30.795 27.076 -21.900
26 H 29.891 27.696 -20.532
27 H 30.686 31.529 -25.819
28 H 31.690 30.210 -25.173
29 H 31.204 31.500 -24.104
30 H 29.856 27.681 -24.910
31 C 28.803 29.691 -30.307
32 C 27.717 28.644 -30.106
33 C 26.389 29.358 -29.885
34 C 25.746 29.811 -31.183
35 C 25.612 28.635 -32.119
36 C 26.903 27.854 -32.428
37 N 27.597 27.613 -31.156
38 O 28.812 26.916 -31.364
39 C 26.387 26.557 -33.079
40 C 27.731 28.663 -33.445
41 C 28.004 27.847 -28.800
42 H 29.665 29.220 -30.787
43 H 29.136 30.081 -29.345
44 H 28.485 30.522 -30.939
45 H 25.613 28.830 -29.308
46 H 26.467 30.139 -29.116
47 H 26.343 30.613 -31.620
48 H 24.749 30.211 -30.984
49 H 25.296 29.055 -33.079
50 H 24.796 27.994 -31.776
51 H 25.575 26.882 -33.733
52 H 27.112 25.985 -33.659
53 H 25.909 25.916 -32.336
54 H 28.698 28.189 -33.665
55 H 27.430 28.705 -34.497
56 H 27.990 29.667 -33.106
57 H 27.359 26.969 -28.735
58 H 27.626 28.475 -27.991
59 H 29.047 27.559 -28.687
60 H 28.630 26.065 -30.951
61 C 23.730 21.744 -37.155
62 C 24.488 21.982 -35.824
63 C 24.850 23.421 -35.489
64 C 23.766 24.282 -34.851
65 C 23.077 23.529 -33.709
66 C 22.535 22.170 -34.125
67 N 23.687 21.420 -34.709
68 O 23.298 20.090 -35.013
69 C 22.214 21.436 -32.791
70 C 21.288 22.189 -35.032
71 C 25.798 21.176 -35.914
72 H 23.415 20.704 -37.221
73 H 24.439 21.828 -37.983
74 H 22.881 22.407 -37.309
75 H 25.591 23.429 -34.685
76 H 25.215 23.899 -36.401
77 H 23.081 24.624 -35.634
78 H 24.176 25.192 -34.408
79 H 22.207 24.142 -33.446
80 H 23.711 23.549 -32.823
81 H 21.622 20.530 -32.931
82 H 23.187 21.151 -32.383
83 H 21.663 22.082 -32.110
84 H 20.466 21.925 -34.368
85 H 21.058 23.186 -35.413
86 H 21.387 21.495 -35.859
87 H 26.380 21.402 -35.015
88 H 26.404 21.603 -36.712
89 H 25.552 20.119 -35.887
90 H 23.397 19.635 -34.168
91 C 32.322 24.381 -36.218
92 C 32.917 25.787 -35.962
93 C 31.858 26.848 -36.315
94 C 30.926 27.224 -35.168
95 C 31.765 27.538 -33.949
96 C 32.581 26.333 -33.478
97 N 33.384 25.828 -34.580
98 O 34.341 24.844 -34.242
99 C 33.479 26.736 -32.293
100 C 31.693 25.212 -32.886
101 C 34.053 25.978 -36.977
102 H 31.333 24.281 -35.752
103 H 32.906 23.582 -35.757
104 H 32.091 24.041 -37.232
105 H 32.291 27.753 -36.740
106 H 31.238 26.351 -37.065
107 H 30.108 26.512 -35.032
108 H 30.404 28.133 -35.485
109 H 31.198 27.932 -33.103
110 H 32.397 28.363 -34.293
111 H 32.952 27.220 -31.474
112 H 34.075 25.920 -31.873
113 H 34.285 27.401 -32.635
114 H 32.333 24.374 -32.603
115 H 31.121 25.524 -32.013
116 H 31.028 24.811 -33.654
117 H 34.653 26.870 -36.773
118 H 33.716 26.041 -38.009
119 H 34.760 25.162 -36.805
120 H 34.893 25.330 -33.619
121 C 19.236 24.820 -27.004
122 C 20.767 24.825 -27.109
123 C 21.258 23.509 -26.457
124 C 22.696 23.128 -26.849
125 C 22.992 23.303 -28.362
126 C 22.575 24.678 -28.884
127 N 21.197 24.918 -28.499
128 O 20.614 25.972 -29.216
129 C 23.576 25.708 -28.317
130 C 22.808 24.640 -30.402
131 C 21.273 25.992 -26.208
132 H 18.961 24.554 -25.989
133 H 18.798 24.189 -27.776
134 H 18.978 25.845 -27.283
135 H 21.327 23.620 -25.374
136 H 20.591 22.699 -26.754
137 H 22.861 22.096 -26.531
138 H 23.423 23.709 -26.276
139 H 22.530 22.449 -28.859
140 H 24.072 23.142 -28.347
141 H 23.327 26.776 -28.362
142 H 23.762 25.629 -27.240
143 H 24.587 25.689 -28.738
144 H 23.820 24.483 -30.771
145 H 22.165 23.954 -30.957
146 H 22.487 25.603 -30.818
147 H 22.218 25.800 -25.692
148 H 20.605 26.149 -25.356
149 H 21.383 26.950 -26.723
150 H 21.044 26.768 -28.836
151 C 28.194 29.289 -37.346
152 C 28.032 28.719 -38.764
153 C 29.420 28.387 -39.316
154 O 27.074 27.706 -38.710
155 H 28.538 28.552 -36.617
156 H 27.269 29.730 -36.979
157 H 28.955 30.072 -37.327
158 H 27.668 29.569 -39.355
159 H 30.280 28.903 -38.891
160 H 29.472 28.698 -40.365
161 H 29.635 27.316 -39.264
162 H 27.237 26.967 -39.301
163 C 21.239 29.365 -31.413
164 C 22.060 29.446 -30.144
165 C 22.050 30.876 -29.579
166 O 21.485 28.634 -29.113
167 H 20.299 29.911 -31.294
168 H 20.921 28.372 -31.740
169 H 21.853 29.691 -32.257
170 H 23.113 29.236 -30.334
171 H 22.342 31.635 -30.311
172 H 22.546 31.087 -28.635
173 H 21.011 31.139 -29.336
174 H 20.564 28.923 -29.068
175 C 23.918 31.608 -34.910
176 C 23.415 30.735 -36.049
177 C 24.413 29.664 -36.378
178 O 22.167 30.135 -35.636
179 H 25.005 31.663 -34.972
180 H 23.760 31.186 -33.907
181 H 23.318 32.509 -34.773
182 H 23.224 31.365 -36.923
183 H 25.298 30.053 -36.873
184 H 23.993 28.870 -36.999
185 H 24.661 29.154 -35.441
186 H 21.517 30.274 -36.329
187 C 29.265 24.388 -24.729
188 C 28.306 24.776 -25.834
189 C 26.872 24.931 -25.346
190 O 28.709 26.068 -26.271
191 H 29.383 25.116 -23.925
192 H 30.275 24.229 -25.115
193 H 28.978 23.435 -24.268
194 H 28.369 24.058 -26.659
195 H 26.147 25.316 -26.064
196 H 26.882 25.624 -24.498
197 H 26.509 23.980 -24.948
198 H 29.463 26.087 -26.874
199 C 24.412 33.802 -31.471
200 C 25.808 34.339 -31.642
201 C 26.995 33.502 -31.185
202 O 26.013 34.588 -33.044
203 H 24.401 32.730 -31.694
204 H 23.789 34.228 -32.263
205 H 23.866 34.030 -30.558
206 H 25.895 35.261 -31.051
207 H 27.044 32.515 -31.644
208 H 26.845 33.305 -30.119
209 H 27.850 34.108 -31.478
210 H 26.929 34.487 -33.303
211 C 31.823 23.271 -29.130
212 C 30.846 24.445 -29.240
213 C 29.475 23.962 -29.710
214 O 30.715 25.220 -28.049
215 H 31.743 22.573 -29.963
216 H 31.707 22.616 -28.258
217 H 32.846 23.630 -28.988
218 H 31.318 25.155 -29.930
219 H 29.246 22.968 -29.325
220 H 29.737 23.822 -30.766
221 H 28.600 24.603 -29.633
222 H 31.625 25.321 -27.736
223 C 27.049 23.101 -32.254
224 C 27.000 21.866 -31.357
225 C 26.103 22.164 -30.162
226 O 26.418 20.850 -32.178
227 H 26.022 23.332 -32.564
228 H 27.719 22.933 -33.095
229 H 27.220 24.054 -31.743
230 H 28.016 21.592 -31.078
231 H 25.160 22.580 -30.519
232 H 26.536 22.800 -29.389
233 H 25.887 21.211 -29.671
234 H 25.932 21.233 -32.917
235 C 24.795 29.843 -24.083
236 C 24.395 29.185 -25.443
237 C 23.712 30.177 -26.382
238 O 25.643 28.724 -25.976
239 H 23.924 29.760 -23.430
240 H 25.157 30.869 -24.225
241 H 25.723 29.475 -23.641
242 H 23.674 28.387 -25.233
243 H 23.453 29.673 -27.318
244 H 24.332 31.063 -26.489
245 H 22.687 30.323 -26.030
246 H 25.694 27.799 -25.711

The relative energy (zero: lowest compared OMol25 entry of this formula, charge and spin) comes out at 403.59 kJ/mol. The HOMO-LUMO gap comes out at 8.02 eV. Its HOMO energy is -7.649 eV. As for the net charge: 0.

Atomic partial charges in e from the Löwdin method, atoms 1 to 2: -0.029 -0.502

---

2.
Here is C28H26N2O3PPdS6 as an isolated structure at a distorted geometry from the OMol25 dataset. Energies are from the ωB97M-V functional and the def2-TZVPD basis.

Atoms and positions in Å:
1 Pd -0.056 0.286 0.093
2 S -2.708 -4.286 5.142
3 C -2.211 -3.247 3.977
4 S -2.429 -3.506 2.271
5 C -1.670 -2.016 1.697
6 C -1.168 -1.196 2.683
7 S -0.330 0.265 2.474
8 S -1.400 -1.750 4.339
9 S -1.666 -1.735 0.027
10 O 1.537 0.394 -3.922
11 C 1.382 0.190 -2.723
12 O 0.288 0.236 -2.113
13 C 2.669 -0.142 -1.884
14 P 2.290 -0.106 -0.085
15 C 3.343 -1.390 0.654
16 C 3.968 -1.187 1.885
17 C 4.659 -2.218 2.490
18 C 4.718 -3.467 1.890
19 C 4.060 -3.690 0.692
20 C 3.365 -2.664 0.084
21 C 3.138 1.446 0.369
22 C 4.508 1.588 0.171
23 C 5.124 2.795 0.441
24 C 4.370 3.873 0.878
25 C 3.004 3.741 1.067
26 C 2.385 2.527 0.818
27 H 3.439 0.599 -2.124
28 H 3.029 -1.125 -2.193
29 H 3.908 -0.220 2.366
30 H 5.143 -2.057 3.444
31 H 5.259 -4.271 2.369
32 H 4.078 -4.672 0.241
33 H 2.826 -2.851 -0.835
34 H 5.083 0.750 -0.205
35 H 6.194 2.898 0.310
36 H 4.855 4.819 1.073
37 H 2.422 4.587 1.403
38 H 1.307 2.406 0.959
39 C 1.898 3.485 -3.796
40 C 1.386 3.638 -2.370
41 C -0.093 4.021 -2.318
42 N -0.956 2.930 -2.702
43 C -1.534 2.112 -1.809
44 S -1.476 2.408 -0.162
45 N -2.331 1.085 -2.255
46 C -2.875 0.851 -3.498
47 O -3.343 -0.229 -3.785
48 C -2.970 2.011 -4.435
49 C -3.529 3.220 -4.028
50 C -3.696 4.247 -4.940
51 C -3.306 4.081 -6.260
52 C -2.762 2.876 -6.672
53 C -2.606 1.840 -5.767
54 H 2.979 3.374 -3.793
55 H 1.643 4.360 -4.391
56 H 1.488 2.600 -4.272
57 H 1.961 4.406 -1.850
58 H 1.518 2.696 -1.832
59 H -0.292 4.856 -2.997
60 H -0.373 4.313 -1.303
61 H -0.778 2.542 -3.620
62 H -2.398 0.287 -1.612
63 H -3.838 3.352 -3.001
64 H -4.141 5.182 -4.625
65 H -3.421 4.892 -6.965
66 H -2.463 2.740 -7.703
67 H -2.188 0.894 -6.076

The relative energy (zero: lowest compared OMol25 entry of this formula, charge and spin) comes out at 0.05 kJ/mol. As for the multiplicity: 3. The HOMO-LUMO gap (alpha / beta) comes out at 6.40 / 5.62 eV. As for the expectation value of S²: 2.025. Its HOMO energy (alpha / beta) is -3.988 / -4.611 eV. As for the net charge: -1.

Atomic partial charges in e from the Löwdin method, atoms 1 to 2: 0.145 0.490